{"formula": "C42H110N17O11P3", "method": "ωB97M-V/def2-TZVPD", "species": ["C", "O", "N", "C", "C", "H", "H", "H", "H", "H", "H", "H", "C", "O", "N", "C", "C", "H", "H", "H", "H", "H", "H", "H", "C", "O", "N", "C", "C", "H", "H", "H", "H", "H", "H", "H", "C", "O", "N", "C", "C", "H", "H", "H", "H", "H", "H", "H", "C", "O", "N", "C", "C", "H", "H", "H", "H", "H", "H", "H", "C", "O", "N", "C", "C", "H", "H", "H", "H", "H", "H", "H", "C", "O", "N", "C", "C", "H", "H", "H", "H", "H", "H", "H", "C", "O", "N", "C", "C", "H", "H", "H", "H", "H", "H", "H", "O", "P", "N", "C", "C", "N", "C", "C", "N", "C", "C", "H", "H", "H", "H", "H", "H", "H", "H", "H", "H", "H", "H", "H", "H", "H", "H", "H", "H", "O", "P", "N", "C", "C", "N", "C", "C", "N", "C", "C", "H", "H", "H", "H", "H", "H", "H", "H", "H", "H", "H", "H", "H", "H", "H", "H", "H", "H", "O", "P", "N", "C", "C", "N", "C", "C", "N", "C", "C", "H", "H", "H", "H", "H", "H", "H", "H", "H", "H", "H", "H", "H", "H", "H", "H", "H", "H"], "positions_angstrom": [[-3.5701, -1.1948, -3.3710], [-3.5785, -2.1695, -2.6113], [-4.1086, -1.0840, -4.5237], [-3.9288, 0.1206, -5.3813], [-4.9023, -2.1372, -5.1485], [-3.3436, -0.1798, -3.0096], [-4.8561, 0.6898, -5.4467], [-3.6644, -0.2952, -6.3536], [-3.0855, 0.7735, -5.1562], [-5.8334, -1.7352, -5.5478], [-4.3208, -2.5638, -5.9658], [-5.3247, -2.8373, -4.4277], [4.5021, -0.8797, -1.6235], [5.1055, 0.1577, -1.3574], [3.2680, -0.9014, -2.2026], [2.5562, 0.2547, -2.5804], [2.4953, -2.1382, -2.3163], [4.8440, -1.9111, -1.4462], [1.7345, 0.4421, -1.8892], [2.2292, 0.0830, -3.6060], [3.3083, 1.0394, -2.6617], [2.0808, -2.2965, -3.3119], [2.9572, -3.1166, -2.1843], [1.6254, -2.1842, -1.6611], [-0.3376, 3.6372, -6.1273], [0.8540, 3.4538, -6.3540], [-0.9869, 3.3485, -4.9898], [-2.3863, 3.5924, -4.8450], [-0.2809, 2.7671, -3.8139], [-1.1087, 3.9754, -6.8367], [-2.8145, 3.6452, -3.8440], [-2.9350, 2.8050, -5.3619], [-2.6418, 4.5367, -5.3256], [-0.1613, 3.5627, -3.0786], [-0.9044, 1.9845, -3.3818], [0.6901, 2.3797, -4.1226], [-3.9878, 0.9869, 5.1865], [-5.0717, 0.8464, 4.6675], [-2.9943, 0.0498, 5.0910], [-1.6449, 0.3897, 5.6100], [-3.1615, -1.1615, 4.3406], [-3.6823, 1.8610, 5.7822], [-0.9537, 0.3058, 4.7714], [-1.3194, -0.3593, 6.3319], [-1.4760, 1.4304, 5.8866], [-2.2706, -1.2330, 3.7168], [-3.1029, -2.0335, 4.9920], [-4.0360, -1.2166, 3.6923], [-1.8215, 4.9790, -0.5417], [-1.0411, 5.2414, -1.4790], [-1.9304, 5.7406, 0.5730], [-2.8800, 5.3810, 1.7203], [-1.0645, 6.9294, 0.7763], [-2.5483, 4.1520, -0.5439], [-2.2834, 5.2301, 2.6199], [-3.3384, 4.4528, 1.3793], [-3.6157, 6.1517, 1.9505], [-0.5325, 6.6797, 1.6943], [-0.4628, 7.1051, -0.1154], [-1.7644, 7.7578, 0.8858], [-5.8277, 2.3751, -0.7002], [-5.1762, 2.7367, -1.6824], [-6.3083, 1.1298, -0.4384], [-6.8786, 0.7741, 0.8183], [-5.9289, -0.0512, -1.2387], [-6.0580, 3.0600, 0.1304], [-7.1573, 1.6553, 1.3961], [-6.2029, 0.1279, 1.3788], [-7.7886, 0.1870, 0.6944], [-6.6560, -0.8218, -0.9828], [-6.0468, 0.0950, -2.3124], [-4.9473, -0.4776, -1.0316], [1.7876, -2.3137, -6.0991], [2.1418, -3.4676, -5.8917], [0.7806, -1.6130, -5.4457], [0.5600, -0.2206, -5.8425], [-0.1051, -2.2584, -4.4864], [2.2635, -1.6639, -6.8498], [-0.4985, -0.0439, -6.0333], [1.1385, 0.0521, -6.7251], [0.8043, 0.2291, -4.8800], [-1.0943, -2.3904, -4.9248], [0.3268, -3.2297, -4.2452], [-0.1636, -1.7279, -3.5360], [-0.5723, -0.6054, 0.2245], [-0.1702, -0.9451, -0.8997], [-1.3882, 0.4487, 0.5015], [-1.6786, 0.8145, 1.8646], [-2.0337, 1.3119, -0.4385], [-0.2857, -1.1660, 1.1277], [-1.0695, 0.2275, 2.5520], [-2.7438, 0.6144, 1.9807], [-1.4150, 1.8496, 2.0818], [-2.1185, 0.7422, -1.3639], [-3.0479, 1.5648, -0.1292], [-1.3211, 2.1223, -0.5919], [-0.5428, -8.2369, 0.5596], [-0.1538, -6.8233, 0.2297], [1.4829, -6.3137, 0.6845], [2.5949, -7.2653, 0.9947], [1.9207, -4.8796, 0.8027], [-1.1388, -5.6976, 1.0190], [-1.5365, -5.8842, 2.4387], [-1.4624, -4.4471, 0.3596], [-0.2326, -6.4899, -1.5123], [-0.9477, -7.5270, -2.2994], [0.6564, -5.6343, -2.3048], [2.1480, -8.2532, 0.8834], [2.8288, -7.1309, 2.0508], [3.4645, -7.0342, 0.3794], [2.9756, -4.7738, 1.0556], [1.2424, -4.5145, 1.5738], [1.7425, -4.3127, -0.1111], [-2.6139, -5.8996, 2.6032], [-1.0013, -6.7587, 2.8086], [-1.4040, -4.9424, 2.9713], [-0.6909, -4.0656, -0.3093], [-2.3313, -4.5595, -0.2887], [-1.6326, -3.6886, 1.1236], [-1.4409, -6.9462, -3.0789], [-0.2215, -8.2120, -2.7371], [-1.7885, -7.9885, -1.7818], [0.4948, -5.7880, -3.3717], [1.7121, -5.8390, -2.1267], [0.5739, -4.5753, -2.0601], [5.0021, 4.9668, 0.9660], [3.6138, 4.8829, 0.5643], [2.7301, 6.3053, 0.8539], [2.3485, 6.6064, 2.1944], [3.0472, 7.5513, 0.1280], [2.7463, 3.5626, 1.2853], [3.3576, 2.5427, 2.0860], [1.4264, 3.1359, 0.8243], [3.5404, 4.5697, -1.1517], [4.8386, 4.4732, -1.8811], [2.3427, 4.7964, -1.9959], [3.1852, 6.7695, 2.8737], [1.7924, 5.8550, 2.7549], [1.7423, 7.5118, 2.1646], [2.6486, 7.4773, -0.8838], [4.1233, 7.7211, 0.1653], [2.5593, 8.4463, 0.5140], [2.8190, 1.5954, 2.0642], [4.3725, 2.4734, 1.6944], [3.3190, 2.8892, 3.1188], [0.8829, 2.6268, 1.6203], [0.8734, 4.0573, 0.6419], [1.3659, 2.4776, -0.0423], [4.7426, 4.4508, -2.9666], [5.5299, 5.2767, -1.6267], [5.3093, 3.5191, -1.6443], [2.1714, 4.0385, -2.7604], [2.4162, 5.7803, -2.4591], [1.4022, 4.8330, -1.4461], [1.1678, -0.3644, 3.2512], [2.1452, -1.2838, 3.9173], [1.4692, -2.8586, 4.0764], [0.0288, -3.0721, 4.0909], [2.1874, -4.0731, 4.5704], [2.5133, -0.7741, 5.5722], [2.2310, 0.5815, 5.9575], [3.2809, -1.6052, 6.5253], [3.6206, -1.3948, 3.0841], [3.7625, -0.9737, 1.6942], [4.8885, -1.8012, 3.6995], [-0.5001, -2.2262, 4.5301], [-0.2477, -3.9844, 4.6194], [-0.2662, -3.1523, 3.0447], [3.2353, -3.9104, 4.3186], [1.8428, -5.0163, 4.1465], [2.2633, -4.0888, 5.6577], [1.2451, 0.6167, 6.4210], [2.9480, 0.9444, 6.6939], [2.2426, 1.2935, 5.1323], [3.7667, -0.9410, 7.2402], [2.5702, -2.3519, 6.8794], [4.0553, -2.2344, 6.0865], [4.3426, -1.6817, 1.1025], [2.8521, -0.9076, 1.0985], [4.3604, -0.0696, 1.5784], [5.1888, -1.2091, 4.5640], [5.7194, -1.7859, 2.9940], [4.8257, -2.7983, 4.1353]], "forces_ev_per_a": [[0.162, -0.190, 4.488], [0.214, 0.567, -0.873], [-1.591, 0.696, -4.016], [0.001, -1.136, -0.166], [-0.374, 0.212, 0.051], [1.041, 0.006, 0.232], [0.062, 0.028, -0.020], [-0.284, 0.234, -0.310], [-0.155, -0.289, 0.767], [0.215, 0.591, -0.409], [-0.240, -0.508, 0.140], [0.992, -0.285, 0.139], [-0.748, 1.202, -0.258], [-0.171, -1.203, -0.117], [0.591, -2.677, 0.731], [0.578, 0.807, -0.751], [-0.676, -0.866, -0.392], [0.372, 0.135, 0.168], [-0.081, 0.343, -0.183], [-0.501, 0.120, 0.090], [-0.386, 0.449, 0.439], [0.194, 0.656, -0.254], [1.140, 0.431, 0.440], [0.006, 0.558, 0.279], [0.240, -0.604, 0.051], [-0.964, 0.265, 0.064], [1.377, -0.783, 1.990], [-1.165, 0.240, -0.929], [-0.345, 0.729, -0.697], [0.483, 0.399, -0.637], [0.774, -0.053, 0.248], [-0.326, 0.024, -0.043], [-0.113, 0.033, -0.029], [0.081, -0.118, 0.161], [0.068, -0.140, -0.044], [-0.157, 0.059, -0.017], [0.607, -1.146, -0.332], [-0.497, 0.366, -0.020], [-0.005, 2.124, 1.035], [-0.072, -0.953, -1.500], [1.124, -0.494, -0.272], [-0.101, 0.067, -0.035], [0.236, -0.315, -0.178], [-0.037, 0.357, 0.408], [-0.766, -0.155, 0.598], [-0.066, -0.201, -0.343], [-0.346, -0.115, 0.145], [-0.075, 0.410, 0.437], [0.752, 1.246, -0.732], [-1.249, -0.792, 1.403], [-0.732, 0.038, 0.892], [1.666, 0.042, -1.809], [-1.410, -1.142, -0.134], [0.185, -0.099, -0.216], [0.009, -0.222, -0.004], [-0.267, 0.054, 0.448], [0.008, 0.065, -0.452], [0.471, 0.733, -0.146], [0.203, -0.286, 0.331], [0.332, 0.301, 0.355], [0.517, -0.206, -0.393], [-0.651, -0.687, 0.895], [1.043, -0.237, -1.383], [-0.535, -0.055, 0.859], [-0.816, 0.040, -0.168], [-0.155, 0.184, -0.096], [0.261, -0.024, 0.066], [0.166, 0.196, 0.285], [-0.131, 0.064, -0.248], [0.046, -0.086, 0.006], [0.217, 0.414, 0.086], [0.176, 0.357, 0.156], [-0.776, -0.225, 0.858], [-0.496, 1.003, -0.011], [1.067, -1.320, -1.614], [-0.479, -1.037, 1.538], [0.477, -0.092, -0.218], [0.148, -0.138, -0.046], [-0.116, -0.015, -0.168], [0.172, 0.170, 0.472], [0.072, 1.438, -0.718], [-0.148, -0.019, 0.120], [-0.154, -0.076, -0.236], [-0.136, 0.366, -0.065], [0.072, 0.130, -1.324], [-0.767, 0.610, 1.260], [0.502, -0.873, 0.916], [0.154, -0.693, 0.264], [0.964, -0.943, -1.264], [0.059, 0.188, 0.020], [-0.130, -0.171, -0.049], [-0.102, 0.340, 0.693], [-0.229, 0.234, -0.220], [0.020, 0.213, -0.245], [0.244, 0.351, 0.189], [-0.675, 0.686, -0.284], [1.018, 1.753, -0.291], [1.456, 0.650, -0.849], [0.031, -0.520, -0.569], [-2.061, 0.701, 0.009], [-1.923, -1.193, 0.013], [0.588, -0.630, -0.333], [-0.094, 0.861, -1.214], [-0.341, 0.013, -0.224], [-0.647, -0.856, 2.324], [-0.026, 1.564, -0.212], [0.432, -0.285, 0.810], [0.622, -0.205, -0.237], [0.377, -0.104, 0.096], [0.001, -0.447, -0.101], [-0.164, -0.305, 0.229], [0.490, 0.879, 0.198], [0.011, 0.028, -0.105], [-0.382, -1.160, -0.600], [-0.297, 0.264, 0.413], [1.215, -0.142, 0.228], [0.308, -0.107, 0.206], [-0.332, 0.223, 0.181], [-0.166, 0.139, -0.050], [0.060, -0.259, -0.504], [-0.338, -0.387, 0.054], [0.612, -0.260, 0.392], [-0.264, 0.052, 0.117], [0.210, -0.382, 0.053], [-0.498, 0.169, -0.102], [1.497, -0.258, 0.896], [-2.209, -1.494, -2.551], [-0.770, -0.627, -0.509], [-0.233, 0.149, 1.590], [0.274, -0.813, -0.710], [-1.103, 1.227, -1.202], [1.166, 0.705, 0.358], [-0.352, 1.535, 0.287], [-0.363, 0.623, 0.624], [-0.194, -0.409, 0.580], [0.273, 0.495, 0.704], [0.468, 0.444, -0.061], [-0.327, -0.469, -0.631], [-0.036, -0.053, 0.261], [0.526, -0.105, -0.247], [0.072, 0.200, -0.373], [-0.121, -0.377, 0.584], [0.082, 0.103, -0.431], [0.277, -0.651, 0.704], [0.527, -0.284, 0.369], [0.171, -0.057, 0.297], [-0.415, -0.088, -0.446], [0.481, 0.007, -0.332], [-0.648, 0.256, 0.039], [-0.074, 0.021, 0.097], [0.170, 0.041, 0.194], [0.527, -0.116, -0.042], [-0.005, 0.040, -0.455], [0.223, -0.071, 0.443], [0.724, -0.782, 0.618], [0.270, -0.251, 1.315], [0.937, -0.580, 0.496], [0.071, 0.994, -0.545], [1.312, 1.993, -0.231], [0.715, -1.044, -2.632], [-0.336, 0.409, 0.221], [-0.988, -0.299, -1.075], [-0.591, -0.047, 0.449], [0.375, -0.231, -0.928], [-0.176, -0.148, 0.767], [-0.040, -0.029, 0.085], [0.198, 0.097, 0.045], [-0.537, -0.116, 0.012], [0.055, -0.485, -0.461], [-0.192, 0.265, -0.057], [-0.739, -0.388, 0.208], [-0.193, 0.336, 0.149], [0.136, -0.071, 0.008], [-0.009, -0.191, -0.174], [-0.355, -0.365, 0.322], [0.156, 0.230, 1.178], [0.171, 0.366, -0.352], [0.150, -0.610, 0.327], [-0.366, 0.325, 0.632], [-0.337, 0.341, 0.243], [-0.107, 0.607, -0.196], [-0.325, 0.051, -0.170], [0.078, -0.307, -0.368]], "lowdin_charge": [-0.427, -0.012, -0.172, -0.021, -0.027, 0.124, 0.095, 0.087, 0.059, 0.087, 0.095, 0.094, -0.333, -0.006, -0.168, -0.047, -0.062, 0.132, 0.084, 0.071, 0.096, 0.053, 0.088, 0.056, -0.350, -0.001, -0.173, -0.067, -0.017, 0.133, 0.094, 0.061, 0.092, 0.062, 0.077, 0.067, -0.344, 0.003, -0.177, -0.050, -0.062, 0.131, 0.048, 0.088, 0.090, 0.052, 0.094, 0.093, -0.324, -0.038, -0.170, -0.009, -0.019, 0.113, 0.078, 0.068, 0.081, 0.074, 0.085, 0.088, -0.337, -0.021, -0.183, -0.077, -0.029, 0.129, 0.092, 0.090, 0.090, 0.087, 0.087, 0.079, -0.319, 0.000, -0.200, -0.039, -0.044, 0.128, 0.080, 0.095, 0.052, 0.088, 0.070, 0.077, -0.278, -0.030, -0.178, -0.065, -0.036, 0.122, 0.045, 0.092, 0.089, 0.073, 0.082, 0.086, -0.316, 0.650, -0.300, -0.106, -0.089, -0.306, -0.081, -0.116, -0.289, -0.118, -0.120, 0.068, 0.065, 0.074, 0.082, 0.055, 0.040, 0.077, 0.083, 0.032, 0.053, 0.085, 0.067, 0.071, 0.082, 0.075, 0.085, 0.073, 0.045, -0.271, 0.586, -0.296, -0.168, -0.090, -0.290, -0.118, -0.115, -0.267, -0.105, -0.120, 0.083, 0.072, 0.067, 0.067, 0.086, 0.078, 0.054, 0.082, 0.077, 0.068, 0.058, 0.078, 0.077, 0.067, 0.070, 0.065, 0.071, 0.036, -0.306, 0.658, -0.282, -0.122, -0.093, -0.290, -0.131, -0.101, -0.268, -0.122, -0.108, 0.050, 0.084, 0.053, 0.049, 0.083, 0.064, 0.064, 0.078, 0.069, 0.087, 0.067, 0.048, 0.068, 0.081, 0.074, 0.073, 0.092, 0.051], "smiles": "CN(C)P(=O)(N(C)C)N(C)C.CN(C)P(=O)(N(C)C)N(C)C.CN(C)P(=O)(N(C)C)N(C)C.CN(C)C=O.CN(C)C=O.CN(C)C=O.CN(C)C=O.CN(C)C=O.CN(C)C=O.CN(C)C=O.CN(C)C=O", "e_lumo_ev": 0.2, "spin_multiplicity": 1, "gap_ev": 8.096, "relative_energy_ev": 0.0000, "e_homo_ev": -7.9404}